15
Properties=species:S:1:pos:R:3 method="wB97M-V/def2-TZVPD" e_lumo_ev=-0.31 gap_ev=8.96 de_lowest_ev=9.2068 max_force_ev_per_a=8.37
C 0.597 -0.639 0.560
C 0.317 0.381 -0.568
C -1.263 1.526 0.788
H -0.050 -2.166 1.676
H -0.925 -1.775 0.083
H 0.786 -0.242 1.513
H 1.630 -1.198 0.394
H 0.175 2.463 -0.737
H -1.403 0.357 1.269
H 0.857 -1.004 -3.272
N -0.515 -1.480 1.009
N -0.417 1.465 -0.175
N 0.324 0.264 -1.846
O -1.528 2.740 1.368
O 1.415 -0.690 -2.060